{
  "formula": "C67H57N10NaOP2S3Se2",
  "method": "wB97M-V/def2-TZVPD",
  "elements": ["Na", "Se", "P", "C", "C", "C", "C", "C", "C", "C", "C", "C", "C", "C", "C", "C", "C", "N", "N", "N", "P", "Se", "C", "C", "C", "C", "C", "C", "C", "C", "C", "C", "C", "C", "H", "H", "H", "H", "H", "H", "H", "H", "H", "H", "H", "H", "H", "H", "H", "H", "H", "H", "H", "H", "N", "S", "N", "S", "N", "S", "N", "C", "C", "C", "C", "C", "C", "C", "C", "C", "C", "C", "C", "C", "C", "C", "C", "C", "C", "C", "C", "C", "C", "C", "C", "C", "C", "C", "C", "C", "C", "C", "C", "C", "C", "C", "C", "H", "H", "H", "H", "H", "H", "H", "H", "H", "H", "H", "H", "H", "H", "H", "H", "H", "H", "H", "H", "H", "H", "H", "H", "H", "H", "H", "H", "H", "H", "C", "N", "C", "C", "C", "N", "C", "O", "N", "H", "H", "H", "H", "H", "H", "H"],
  "positions_angstrom": [[-0.1888, 0.5472, -0.0964], [5.0019, 0.8226, -2.4624], [3.5896, 0.1393, -3.8748], [3.3699, 1.3495, -5.2220], [2.8671, 2.6186, -4.9304], [2.7831, 3.5779, -5.9247], [3.2148, 3.2942, -7.2143], [3.7393, 2.0456, -7.5031], [3.8199, 1.0766, -6.5109], [4.0566, -1.3901, -4.7329], [5.3306, -1.9203, -4.5880], [5.6920, -3.0529, -5.3050], [4.7801, -3.6638, -6.1527], [3.5031, -3.1355, -6.2990], [3.1500, -1.9932, -5.6004], [1.9450, -0.1351, -3.1746], [1.2617, -1.1487, -2.4790], [0.1380, -0.5934, -2.0000], [0.0933, 0.6650, -2.4141], [1.1634, 0.9608, -3.1195], [1.3910, -2.9235, -2.2683], [0.4529, -3.8086, -0.5853], [3.1556, -3.2952, -2.1773], [3.7143, -4.4303, -2.7565], [5.0248, -4.7755, -2.4691], [5.7816, -3.9885, -1.6103], [5.2300, -2.8469, -1.0487], [3.9166, -2.5020, -1.3247], [0.6569, -3.6114, -3.7835], [0.6094, -4.9948, -3.9536], [0.0198, -5.5406, -5.0818], [-0.5645, -4.7120, -6.0317], [-0.5662, -3.3385, -5.8422], [0.0429, -2.7885, -4.7221], [2.5367, 2.8438, -3.9274], [2.3835, 4.5557, -5.6882], [3.1502, 4.0488, -7.9880], [4.0941, 1.8190, -8.5004], [4.2449, 0.1130, -6.7531], [6.0260, -1.4380, -3.9113], [6.6864, -3.4652, -5.1899], [5.0632, -4.5534, -6.7015], [2.7847, -3.6071, -6.9580], [2.1708, -1.5569, -5.7424], [3.1330, -5.0431, -3.4330], [5.4595, -5.6579, -2.9216], [6.8058, -4.2611, -1.3887], [5.8241, -2.2133, -0.4023], [3.4817, -1.6130, -0.8813], [1.0098, -5.6414, -3.1823], [-0.0018, -6.6150, -5.2106], [-1.0353, -5.1396, -6.9078], [-1.0440, -2.6891, -6.5651], [0.0228, -1.7172, -4.5684], [1.7897, 0.9298, 0.6557], [2.3966, 0.9400, 1.9640], [1.7888, 2.0004, 3.1351], [0.8550, 1.8625, 4.3324], [-0.5687, 1.2651, 4.3016], [-1.3097, 1.1297, 2.7918], [-0.7697, 0.0889, 1.9524], [-1.3251, 2.8793, 2.3157], [-0.7270, 3.3256, 1.1497], [-0.6975, 4.6901, 0.8846], [-1.2702, 5.5907, 1.7659], [-1.8791, 5.1350, 2.9300], [-1.9001, 3.7812, 3.2081], [-2.9972, 0.9096, 3.3253], [-4.0201, 1.3976, 2.5273], [-5.3291, 1.0629, 2.8431], [-5.5988, 0.2445, 3.9305], [-4.5605, -0.2604, 4.7032], [-3.2488, 0.0642, 4.3967], [0.7469, 3.5505, 4.9068], [0.0311, 3.7767, 6.0749], [-0.1347, 5.0775, 6.5162], [0.4026, 6.1324, 5.7857], [1.1033, 5.8892, 4.6150], [1.2819, 4.5875, 4.1646], [1.6126, 1.0274, 5.7080], [1.0785, -0.1519, 6.1932], [1.7457, -0.8104, 7.2175], [2.9177, -0.2839, 7.7374], [3.4426, 0.9023, 7.2352], [2.7914, 1.5638, 6.2097], [2.5862, -0.5889, 2.8874], [3.5485, -0.7117, 3.8847], [3.6619, -1.9107, 4.5660], [2.8257, -2.9749, 4.2420], [1.8871, -2.8441, 3.2308], [1.7639, -1.6438, 2.5423], [4.0899, 1.5446, 1.9768], [4.9209, 0.9282, 1.0504], [6.2232, 1.3728, 0.9019], [6.6886, 2.4323, 1.6704], [5.8489, 3.0505, 2.5846], [4.5406, 2.6092, 2.7402], [-0.2783, 2.6712, 0.4181], [-0.2342, 5.0365, -0.0294], [-1.2498, 6.6503, 1.5451], [-2.3314, 5.8334, 3.6224], [-2.3584, 3.4194, 4.1203], [-3.7973, 1.9987, 1.6529], [-6.1374, 1.4354, 2.2279], [-6.6225, -0.0120, 4.1710], [-4.7731, -0.9110, 5.5414], [-2.4259, -0.3279, 4.9794], [-0.3983, 2.9450, 6.6202], [-0.6875, 5.2710, 7.4258], [0.2665, 7.1490, 6.1314], [1.5062, 6.7122, 4.0398], [1.7957, 4.3745, 3.2375], [0.1704, -0.5439, 5.7578], [1.3486, -1.7397, 7.6033], [3.4311, -0.8009, 8.5377], [4.3606, 1.3067, 7.6404], [3.1940, 2.4811, 5.7963], [4.2104, 0.1121, 4.1188], [4.4102, -2.0191, 5.3408], [2.9238, -3.9157, 4.7691], [1.2607, -3.6807, 2.9510], [1.0499, -1.5285, 1.7407], [4.5360, 0.1310, 0.4278], [6.8673, 0.9091, 0.1660], [7.7040, 2.7851, 1.5441], [6.2072, 3.8848, 3.1742], [3.8772, 3.0877, 3.4462], [-3.3244, 1.7129, -3.7165], [-3.2159, 0.7284, -2.6512], [-3.2144, -0.5950, -2.9444], [-2.9807, -1.5358, -2.0108], [-2.6601, -1.0557, -0.7009], [-2.6623, 0.2299, -0.4024], [-2.9443, 1.1710, -1.3450], [-2.9486, 2.3710, -1.0967], [-2.3434, -1.9173, 0.2853], [-4.0899, 1.4008, -4.4263], [-2.3663, 1.8242, -4.2274], [-3.5969, 2.6638, -3.2715], [-3.4116, -0.8445, -3.9794], [-2.9698, -2.5875, -2.2520], [-1.9438, -2.8012, 0.0045], [-1.9107, -1.4730, 1.0921]],
  "lowdin_charge": [0.06, 0.35, 0.56, -0.33, -0.10, -0.08, -0.09, -0.09, -0.08, -0.37, -0.10, -0.08, -0.08, -0.07, -0.10, -0.41, -0.43, -0.03, -0.06, 0.02, 0.57, 0.34, -0.36, -0.08, -0.09, -0.08, -0.08, -0.11, -0.34, -0.11, -0.08, -0.09, -0.08, -0.10, 0.09, 0.10, 0.10, 0.10, 0.10, 0.07, 0.11, 0.10, 0.11, 0.10, 0.09, 0.11, 0.10, 0.10, 0.09, 0.09, 0.10, 0.10, 0.10, 0.10, -0.25, 0.76, -0.35, 0.85, -0.35, 0.77, -0.27, -0.30, -0.04, -0.05, -0.07, -0.07, -0.09, -0.31, -0.06, -0.06, -0.08, -0.08, -0.07, -0.31, -0.06, -0.06, -0.07, -0.06, -0.06, -0.31, -0.05, -0.06, -0.07, -0.06, -0.07, -0.30, -0.08, -0.08, -0.07, -0.06, -0.07, -0.31, -0.10, -0.09, -0.07, -0.08, -0.08, 0.09, 0.12, 0.11, 0.11, 0.12, 0.11, 0.11, 0.10, 0.10, 0.10, 0.12, 0.11, 0.11, 0.11, 0.11, 0.11, 0.11, 0.11, 0.11, 0.12, 0.11, 0.11, 0.10, 0.10, 0.06, 0.06, 0.09, 0.10, 0.10, 0.08, -0.02, -0.05, -0.06, -0.01, -0.40, 0.16, -0.52, 0.03, 0.16, 0.09, 0.09, 0.08, 0.13, 0.11, -0.01, 0.06],
  "relative_energy_kj_mol": 0.00,
  "e_lumo_ev": 0.03,
  "fmax_ha_per_bohr": 0.0157
}

{
  "formula": "C3H11NO3",
  "method": "wB97M-V/def2-TZVPD",
  "elements": ["C", "N", "C", "C", "O", "H", "H", "H", "H", "H", "H", "H", "H", "H", "O", "H", "H", "O"],
  "positions_angstrom": [[0.2440, 1.9396, -1.2916], [-0.3330, 0.3616, -1.1314], [0.7432, -0.5847, -1.3401], [-0.8616, 0.0465, 0.2111], [-0.5445, 2.7312, -0.6636], [1.2743, 1.9805, -0.8758], [0.3593, -1.5880, -1.1909], [1.0240, -0.4427, -2.4011], [1.5989, -0.3853, -0.6820], [0.0125, -0.0506, 0.8561], [-1.5862, 0.7138, 0.6692], [-1.2784, -0.9571, 0.2101], [0.2923, 1.8846, -2.3846], [1.8667, -2.5946, 1.2119], [1.0688, -2.1434, 0.9224], [-0.0303, -1.8567, 1.9045], [-0.4233, -1.5248, 3.4327], [-0.7081, -1.3503, 2.5358]],
  "lowdin_spin": [0.03, 0.50, 0.04, 0.05, 0.25, 0.03, 0.01, 0.00, 0.02, 0.02, 0.00, 0.01, 0.00, 0.00, 0.02, 0.00, 0.00, 0.00],
  "charge": -1,
  "relative_energy_kj_mol": 235.19,
  "e_lumo_ev": [4.06, 1.80],
  "spin_multiplicity": 2,
  "fmax_ha_per_bohr": 0.0449
}

{
  "formula": "C3H5NO2",
  "method": "wB97M-V/def2-TZVPD",
  "elements": ["N", "C", "O", "C", "C", "O", "H", "H", "H", "H", "H"],
  "positions_angstrom": [[-0.4251, 0.1138, 1.2278], [-1.1729, -0.5600, 0.1624], [-0.6433, -0.2112, -1.0874], [0.7241, 0.0891, -0.8781], [0.7837, 0.4917, 0.5795], [-0.1191, 1.5112, 0.8686], [-0.9706, -1.6054, 0.4476], [-2.2494, -0.3777, 0.1500], [0.9977, 0.9151, -1.5417], [1.3675, -0.7787, -1.0773], [1.7073, 0.4121, 1.1487]],
  "lowdin_charge": [0.03, -0.19, -0.09, -0.13, -0.31, 0.02, 0.13, 0.14, 0.13, 0.13, 0.15],
  "relative_energy_kj_mol": 344.14,
  "e_lumo_ev": 0.97,
  "smiles": "C1OCN2O[C@H]12",
  "fmax_ha_per_bohr": 0.0074
}

{
  "formula": "C7H8NO3S",
  "method": "wB97M-V/def2-TZVPD",
  "elements": ["C", "C", "C", "C", "C", "C", "C", "N", "O", "O", "O", "S", "H", "H", "H", "H", "H", "H", "H", "H"],
  "positions_angstrom": [[-2.1788, -1.6505, 0.2520], [-2.0198, -0.4841, 0.9546], [-1.3998, -1.8156, -0.8975], [-1.2917, 0.5279, 0.3955], [-0.6055, -0.7611, -1.4037], [1.1663, 1.8557, -0.0881], [2.4485, 1.1422, -0.2140], [-0.5482, 0.4367, -0.7423], [3.4079, -1.2280, 0.6210], [1.0574, -0.6638, 1.2177], [0.2008, 1.4742, -1.1322], [2.3548, -0.2842, 0.7308], [-2.7366, -2.5416, 0.3669], [-2.6077, -0.4449, 1.8233], [-1.3677, -2.7979, -1.3843], [-1.3971, 1.5226, 0.9883], [-0.0024, -0.6580, -2.2744], [1.3304, 3.0371, -0.1646], [0.8552, 1.6895, 1.0028], [3.3339, 1.6437, -0.0516]],
  "lowdin_charge": [0.01, -0.01, 0.02, -0.01, 0.07, -0.23, -0.17, -0.10, -0.25, -0.29, 0.00, 0.86, 0.12, 0.12, 0.14, 0.20, 0.15, 0.19, 0.13, 0.06],
  "charge": 1,
  "relative_energy_kj_mol": 49.50,
  "e_lumo_ev": [-4.90, -4.90],
  "smiles": "O=S(=O)=CCO[n+]1ccccc1",
  "fmax_ha_per_bohr": 0.0878
}

{
  "formula": "C5H11NO",
  "method": "wB97M-V/def2-TZVPD",
  "elements": ["C", "C", "C", "C", "N", "C", "O", "H", "H", "H", "H", "H", "H", "H", "H", "H", "H", "H"],
  "positions_angstrom": [[2.0160, 0.4078, -0.2104], [-0.9179, -0.6391, 0.4123], [-0.3338, 1.8856, 0.6043], [-1.1566, -1.8045, -0.5189], [1.7099, -0.6732, 0.4642], [-0.1049, 0.7309, -0.3534], [-0.2745, 0.7825, -1.5549], [1.6017, -1.4841, -0.1450], [2.3531, 0.3906, -1.2467], [2.3376, 1.2735, 0.3593], [-0.4671, -0.9121, 1.3640], [-1.8563, -0.1324, 0.6382], [-1.4035, 2.0688, 0.7011], [0.0683, 1.6432, 1.5847], [0.1337, 2.7831, 0.2007], [-0.2453, -2.3523, -0.7570], [-1.5924, -1.4589, -1.4580], [-1.8682, -2.5093, -0.0846]],
  "lowdin_charge": [-0.12, -0.19, -0.04, -0.12, 0.07, -0.50, 0.04, 0.06, 0.10, 0.09, 0.08, 0.09, 0.09, 0.09, 0.08, 0.06, 0.07, 0.07],
  "relative_energy_kj_mol": 355.96,
  "e_lumo_ev": 0.11,
  "smiles": "CCC(C)=O.C=N",
  "fmax_ha_per_bohr": 0.1335
}